--- 1 ---
This record from the Open Molecules 2025 dataset describes a single C3H6OS2 molecule. The level of theory is ωB97M-V/def2-TZVPD.

Each line ends with the Löwdin charge.
Geometry (Å):
C -2.21 -0.51 0.01  -0.105
O -1.27 0.55 0.00  -0.267
C 0.04 0.06 0.00  -0.559
S 1.10 1.53 0.00  0.917
C 2.68 0.84 0.01  -1.066
S 3.10 -0.72 0.00  0.612
H -3.20 -0.03 -0.03  0.094
H -2.11 -1.13 0.90  0.087
H -2.10 -1.14 -0.91  0.101
H 0.27 -0.55 -0.89  0.085
H 0.29 -0.54 0.92  0.095
H 3.42 1.64 -0.01  0.005

E_LUMO in eV: -0.10
Spin multiplicity: 1
Kohn-Sham gap in eV: 8.703

--- 2 ---
This record from the Open Molecules 2025 dataset describes a single C3H6OS2 molecule. The level of theory is ωB97M-V/def2-TZVPD.

Each line ends with the Löwdin charge.
Geometry (Å):
C 1.71 0.84 -1.58  -0.127
O 1.32 0.43 -0.32  -0.133
C 0.37 -0.46 -0.21  -0.919
S -0.56 -1.10 -1.39  0.742
C 0.00 -0.56 1.25  -0.496
S -1.22 0.79 1.77  0.697
H 2.56 1.50 -1.49  0.094
H 1.98 -0.04 -2.15  0.079
H 0.95 1.41 -2.15  0.105
H 0.84 -0.48 1.98  0.092
H -0.58 -1.43 1.36  0.028
H -0.27 1.68 2.04  -0.162

E_LUMO in eV: 0.12
Spin multiplicity: 1
Kohn-Sham gap in eV: 9.075

--- 3 ---
This record from the Open Molecules 2025 dataset describes a molecular structure, C3H6OS2. The level of theory is ωB97M-V/def2-TZVPD.

Each line ends with the Löwdin charge.
Geometry (Å):
C 0.00 1.13 0.69  -0.499
C -0.85 -0.03 0.48  -0.824
C -0.10 -1.31 0.04  -0.270
H 0.91 1.52 -1.30  -0.111
H 1.24 0.54 0.57  0.172
H -0.17 1.63 1.86  0.155
H 0.32 -1.75 0.99  0.134
H -0.70 -2.01 -0.71  0.148
H 1.04 -0.82 -1.64  0.132
O 1.16 -0.92 -0.63  -0.208
S -0.26 2.31 -0.95  0.594
S -2.59 -0.30 0.62  0.578

E_LUMO in eV: -1.04
Spin multiplicity: 1
Kohn-Sham gap in eV: 7.700

--- 4 ---
This record from the Open Molecules 2025 dataset describes a molecular structure, C3H6OS2. The level of theory is ωB97M-V/def2-TZVPD.

Each line ends with the Löwdin charge.
Geometry (Å):
C 0.03 0.57 -1.54  -0.208
C 0.32 -1.06 -0.33  -0.187
C -0.26 0.41 -0.06  -1.041
O 0.78 -0.67 -1.63  -0.095
S -1.92 0.52 0.53  0.732
S 0.81 1.52 1.07  0.701
H -0.91 0.40 -1.96  0.077
H 0.53 1.43 -1.74  0.094
H 1.15 -1.34 0.37  0.126
H -0.32 -1.83 -0.33  0.066
H -2.32 0.76 -0.80  -0.079
H 0.61 0.82 2.14  -0.186

E_LUMO in eV: 0.61
Spin multiplicity: 1
Kohn-Sham gap in eV: 9.690

It is 2 that is most stable; the runner-up trails by 0.378 eV.

--- 1 ---
This record from the Open Molecules 2025 dataset describes a single C3H6OS2 molecule. The level of theory is ωB97M-V/def2-TZVPD.

Each line ends with the Löwdin charge.
Geometry (Å):
O 0.05 1.39 0.02  -0.070
C -0.02 0.05 0.44  -0.591
C 1.28 -0.65 0.23  -0.590
S 2.74 -0.03 -0.14  0.764
C -1.04 -0.76 -0.26  -0.551
S -2.71 -0.05 -0.04  0.698
H 0.88 1.38 -0.46  0.013
H -0.14 0.03 1.52  0.160
H 1.15 -1.69 0.48  0.063
H -0.78 -0.93 -1.33  0.109
H -0.96 -1.74 0.20  0.075
H -2.21 1.27 -0.14  -0.080

E_LUMO in eV: -0.75
Spin multiplicity: 1
Kohn-Sham gap in eV: 8.551

--- 2 ---
This record from the Open Molecules 2025 dataset describes 2 unconnected molecules or ions with the total composition C3H6OS2. The level of theory is ωB97M-V/def2-TZVPD.

Each line ends with the Löwdin charge.
Geometry (Å):
C 0.27 1.45 -0.14  -0.275
C 1.78 1.67 0.17  -0.261
O 2.49 2.58 -0.11  0.083
C 0.02 -0.08 -0.44  -0.669
S -1.73 0.17 -0.88  0.701
S -0.41 -2.66 1.12  0.390
H -0.44 1.70 0.76  0.135
H -0.13 2.06 -1.01  0.099
H 2.22 0.86 0.73  0.115
H 0.46 -0.49 -1.38  0.078
H 0.28 -0.74 0.43  -0.046
H -0.58 -2.36 -0.13  -0.351

E_LUMO in eV: -4.33
Spin multiplicity: 1
Kohn-Sham gap in eV: 4.548

--- 3 ---
This record from the Open Molecules 2025 dataset describes 2 unconnected molecules or ions with the total composition C3H6OS2. The level of theory is ωB97M-V/def2-TZVPD.

Each line ends with the Löwdin charge.
Geometry (Å):
C -0.63 0.09 0.95  -0.234
C -1.23 -1.21 0.46  -0.266
O -2.24 -1.66 0.93  0.059
C 0.48 0.60 0.03  -0.728
S 2.07 0.20 0.73  0.668
S 1.31 0.11 -2.73  0.431
H -0.27 -0.01 1.97  0.097
H -1.50 0.76 1.01  0.128
H -0.82 -1.69 -0.44  0.127
H 0.57 1.69 0.00  0.073
H 0.24 0.37 -1.08  -0.052
H 2.02 0.76 -1.81  -0.303

E_LUMO in eV: -4.03
Spin multiplicity: 1
Kohn-Sham gap in eV: 5.207

It is 1 that is most stable; the runner-up trails by 3.654 eV.